158
Properties=species:S:1:pos:R:3:forces:R:3 method="wB97M-V/def2-TZVPD" lumo_ev=-0.693 homo_lumo_gap_ha=0.291 max_force_ha_per_bohr=0.0237 charge=0 total_energy_ev=-173648.119
C 1.957 0.409 1.823 -0.2245 0.0554 -0.3629
C 2.029 -0.495 0.624 0.6731 -0.1424 0.0336
C 3.266 -1.026 0.231 -0.7753 -0.1434 -0.6740
C 3.326 -1.829 -0.907 0.2593 -0.1888 0.1833
C 2.189 -2.163 -1.636 0.1561 0.0912 0.2760
C 0.967 -1.662 -1.236 -0.3533 0.1131 0.4142
C -0.340 -1.963 -1.955 0.6195 0.1727 0.2062
C -0.963 -0.650 -2.338 -0.0228 -0.5241 -0.3909
C -2.140 -0.129 -1.894 0.0591 -0.0066 -0.1165
C -3.026 -0.923 -0.975 -0.5827 0.2430 0.3014
C -4.453 -1.209 -1.496 0.3632 0.6669 0.0068
O -5.476 -0.711 -0.626 0.0952 -0.7639 -0.1568
Si -7.040 -1.210 -1.006 -0.9759 0.3352 0.6446
C -7.115 -2.942 -1.704 0.1626 0.4447 0.2718
C -7.967 -1.237 0.635 0.7140 0.0044 -0.1447
C -7.916 0.054 -2.097 0.4598 -0.3314 0.1178
C -2.479 1.213 -2.321 0.1408 0.2976 -0.2222
Br -4.105 1.987 -1.692 0.1322 -0.0564 0.0113
C -1.715 1.990 -3.144 -0.1234 0.3426 -0.0018
C -1.990 3.427 -3.523 0.3967 -0.0780 -0.2417
O -2.008 4.341 -2.431 -0.4806 -0.4183 0.4752
C -0.933 4.151 -1.574 0.4306 0.2370 -0.2709
C -1.125 3.791 -0.250 -0.1178 -0.0478 0.1947
C -0.042 3.616 0.606 0.1002 0.2183 -0.3372
C 1.253 3.807 0.138 -0.5726 -0.0520 -0.0486
C 1.436 4.165 -1.191 0.1940 0.0190 -0.1441
C 0.361 4.347 -2.051 -0.0460 -0.1637 0.5123
C -0.533 1.403 -3.692 -0.3204 -0.3732 0.8760
N 0.339 1.951 -4.522 0.4071 -0.0947 -0.6046
S 1.462 0.811 -4.799 -0.3444 0.6643 0.1186
N 0.923 -0.344 -3.850 0.4306 -0.6443 -0.1638
C -0.186 0.090 -3.275 -0.1790 0.3182 -0.1408
C 0.907 -0.827 -0.124 0.0646 0.0924 0.2580
H 1.182 0.089 2.512 -0.0161 -0.0261 0.2057
H 2.916 0.451 2.325 0.1278 -0.0913 0.2161
H 1.702 1.425 1.525 -0.0779 0.0314 -0.0463
H 4.161 -0.785 0.781 0.1409 0.0223 0.0882
H 4.275 -2.232 -1.232 0.0948 0.0227 -0.0785
H 2.261 -2.784 -2.515 0.1408 -0.0488 -0.1205
H -0.112 -2.530 -2.854 -0.1054 -0.1378 -0.1223
H -0.944 -2.564 -1.289 -0.2456 -0.1373 -0.0778
H -3.089 -0.427 -0.005 -0.1642 0.1427 0.0609
H -2.597 -1.892 -0.772 0.3369 -0.0286 0.0670
H -4.580 -0.732 -2.467 0.0234 -0.1401 -0.2895
H -4.539 -2.286 -1.606 -0.2005 -0.1313 -0.1270
H -6.342 -3.533 -1.220 0.1110 -0.2926 -0.1661
H -7.059 -3.016 -2.785 0.2029 -0.0628 -0.1170
H -8.055 -3.379 -1.377 -0.1853 -0.0589 -0.0406
H -7.303 -1.568 1.433 -0.0024 -0.1229 0.0800
H -8.333 -0.250 0.906 -0.1938 0.0736 0.0169
H -8.782 -1.951 0.575 -0.2831 0.0489 0.0058
H -8.889 0.275 -1.668 -0.2279 -0.0890 -0.0319
H -7.375 0.996 -2.137 0.1494 0.0870 -0.1229
H -8.040 -0.347 -3.101 -0.1034 0.1748 -0.1869
H -1.193 3.746 -4.189 0.0325 -0.1469 -0.2799
H -2.915 3.475 -4.094 -0.2912 0.3769 0.3145
H -2.119 3.647 0.142 -0.2521 -0.0021 -0.1283
H -0.214 3.342 1.635 -0.0500 -0.0925 0.1477
H 2.079 3.680 0.819 0.2483 0.0289 -0.0860
H 2.432 4.316 -1.571 0.2182 0.0895 0.0139
H 0.536 4.637 -3.074 -0.0283 0.0188 -0.1412
H -0.048 -0.410 0.173 -0.1118 0.0305 0.0290
C 0.392 2.226 4.934 -0.3132 -0.1593 -0.0967
O -0.277 1.947 3.703 0.0151 0.1248 0.0336
H 1.236 2.873 4.707 -0.0010 0.0205 -0.0448
H -0.272 2.745 5.630 0.0522 0.0578 0.0309
H 0.761 1.311 5.392 0.1059 0.0280 0.0822
H -1.025 1.374 3.897 -0.0306 0.0216 -0.0250
C 4.767 -5.034 0.185 -0.1788 0.2520 0.0137
O 3.383 -5.058 0.530 0.1079 -0.2268 0.1250
H 5.075 -6.043 -0.075 -0.1091 -0.0570 0.0308
H 4.928 -4.384 -0.678 0.1255 -0.0513 -0.0146
H 5.370 -4.685 1.027 0.0835 -0.0220 -0.0511
H 3.122 -4.158 0.748 -0.0770 0.0208 -0.0741
C -5.180 -0.391 2.989 0.0367 -0.1458 -0.2678
O -4.841 -1.466 2.114 0.0581 0.0499 0.3805
H -4.958 -0.700 4.008 0.0047 -0.0054 0.0185
H -4.600 0.505 2.758 -0.0280 0.0425 0.0798
H -6.245 -0.157 2.913 0.0162 0.1009 0.1165
H -5.058 -1.167 1.222 0.0249 -0.0809 -0.2785
C 5.838 4.325 -1.412 -0.1047 0.2431 0.0530
O 4.693 5.139 -1.203 0.1719 -0.1539 0.0408
H 5.492 3.329 -1.684 -0.0272 -0.0200 0.0110
H 6.458 4.719 -2.223 0.0466 -0.0675 -0.0103
H 6.443 4.253 -0.504 0.0422 -0.0791 -0.0337
H 5.003 6.020 -0.965 -0.1541 0.1859 -0.1300
C 4.024 -3.253 -4.910 0.2807 0.2485 0.3262
O 4.822 -2.907 -3.786 -0.0826 -0.4973 0.0524
H 3.728 -4.293 -4.795 -0.0213 -0.0276 -0.0025
H 3.124 -2.631 -4.960 -0.0722 -0.0303 -0.0633
H 4.586 -3.147 -5.842 -0.0546 -0.0273 -0.0675
H 5.079 -1.981 -3.883 -0.1641 0.0120 -0.1184
C 4.212 0.080 6.083 -0.0881 0.2143 -0.1037
O 3.102 0.950 5.851 0.1408 -0.1545 0.0862
H 3.885 -0.704 6.760 -0.0413 0.0191 -0.0035
H 4.546 -0.375 5.146 0.0735 -0.0447 0.0466
H 5.040 0.627 6.541 0.0566 -0.0792 -0.0106
H 3.393 1.641 5.249 -0.0402 0.0177 -0.0194
C -2.191 -4.100 3.293 -0.2303 0.0620 -0.0285
O -3.581 -4.400 3.319 0.1050 0.0013 0.0916
H -1.651 -5.041 3.228 -0.0071 -0.0251 -0.0041
H -1.939 -3.486 2.423 0.0759 0.0031 0.0135
H -1.882 -3.578 4.203 0.0817 -0.0036 -0.0137
H -4.053 -3.563 3.371 -0.0905 0.0551 -0.1995
C 6.113 9.310 -1.614 -0.2751 -0.0868 -0.2083
O 5.076 8.328 -1.558 0.1851 -0.0523 0.0721
H 6.934 8.967 -0.996 -0.0260 -0.0221 0.0807
H 6.464 9.438 -2.642 0.0526 0.0505 0.0318
H 5.760 10.267 -1.226 0.1090 0.0319 0.0353
H 4.349 8.637 -2.104 -0.0635 -0.0892 0.0129
C 1.790 -8.165 0.608 0.1044 0.1234 0.1391
O 2.548 -7.845 1.768 -0.0613 -0.1292 -0.0334
H 1.458 -9.197 0.707 0.0103 -0.0241 0.0285
H 0.914 -7.517 0.516 -0.0024 -0.0207 -0.0949
H 2.394 -8.071 -0.298 -0.0731 0.0054 -0.0546
H 2.835 -6.932 1.671 0.0451 0.1983 -0.0849
C 6.009 0.695 -4.483 -0.0674 0.0656 -0.0358
O 5.010 -0.321 -4.542 0.1696 0.3883 -0.0975
H 6.795 0.342 -3.821 -0.0019 -0.0338 0.0170
H 6.435 0.885 -5.471 0.0296 0.0039 0.0405
H 5.596 1.623 -4.081 0.0486 -0.0029 0.0098
H 4.313 -0.012 -5.125 -0.1023 -0.0944 0.0093
C -5.521 3.980 4.651 0.0080 -0.0643 -0.2321
O -5.156 2.934 3.754 -0.0333 0.0651 0.1122
H -5.296 3.642 5.659 0.0205 -0.0339 0.0069
H -4.951 4.890 4.446 -0.0176 0.0294 0.0721
H -6.590 4.200 4.584 0.0007 0.0437 0.0684
H -5.359 3.232 2.863 0.0340 -0.0507 -0.0355
C 3.327 -2.885 9.413 -0.1589 -0.0056 -0.1659
O 3.139 -2.534 8.045 0.0369 -0.0432 0.1566
H 4.342 -2.608 9.686 0.0218 0.0146 -0.0247
H 2.627 -2.347 10.057 0.0452 -0.0111 0.0615
H 3.201 -3.960 9.563 0.0420 0.0020 0.0651
H 2.242 -2.779 7.802 0.0036 0.0160 -0.0781
C -5.448 0.213 -5.444 0.1559 0.0998 0.1185
O -4.092 0.551 -5.174 -0.1077 -0.0811 -0.0633
H -5.456 -0.445 -6.310 0.0249 -0.0138 -0.0149
H -5.900 -0.313 -4.597 -0.0690 -0.0053 -0.0402
H -6.040 1.104 -5.672 -0.0671 -0.0430 -0.0054
H -4.087 1.132 -4.408 0.0613 0.0370 0.0799
C 9.292 9.900 0.923 -0.1610 0.1462 0.0960
O 7.898 10.192 0.965 0.1811 -0.0244 -0.0063
H 9.427 9.038 0.275 -0.0247 -0.0154 -0.0135
H 9.859 10.741 0.515 0.0616 -0.0454 -0.0120
H 9.674 9.657 1.917 0.0634 -0.0354 -0.0309
H 7.776 10.953 1.538 -0.0703 -0.0027 0.0082
C -7.033 -5.221 1.485 -0.1238 -0.1417 -0.1371
O -7.345 -5.711 0.180 0.0277 0.1140 0.1279
H -6.274 -4.450 1.377 0.0253 0.0009 -0.0198
H -7.915 -4.784 1.962 0.0386 0.0363 0.0446
H -6.634 -6.015 2.119 0.0470 0.0557 0.0468
H -8.013 -6.394 0.275 0.0130 -0.0339 -0.0338
C -0.058 -6.104 -3.160 0.1365 0.2006 0.1019
O 0.736 -5.755 -2.032 -0.1570 -0.0728 -0.1315
H -0.388 -7.131 -3.023 0.0029 -0.0191 0.0243
H -0.938 -5.459 -3.241 -0.0415 -0.0594 -0.0535
H 0.520 -6.039 -4.086 -0.0575 -0.0446 -0.0394
H 1.009 -4.840 -2.141 0.1383 0.0256 0.1444